Density functional theory data (wB97M-V/def2-TZVPD) for 2 unconnected molecules or ions with the total composition C4H8N2 in a non-equilibrium geometry.

Last column: Löwdin charge in e.
Positions of all 14 atoms, in Å:
C (0.06006, -1.96634, -1.08105)  -0.09
C (0.30010, -0.50001, -0.98930)  -0.41
N (0.16860, 0.49385, -1.72148)  0.07
H (-0.73997, 0.63587, -2.15601)  0.06
H (0.84036, -0.25203, 0.13915)  0.11
H (0.03794, -2.41666, -0.09194)  0.07
H (-0.88991, -2.14775, -1.58496)  0.08
H (0.86516, -2.42046, -1.66070)  0.08
C (0.21132, 1.75625, 1.70440)  -0.07
C (-0.50733, 0.57032, 1.22389)  -0.32
N (-1.50561, 0.09277, 0.81194)  0.15
H (0.88828, 2.06467, 0.90242)  0.08
H (0.74847, 1.50740, 2.62006)  0.08
H (-0.47747, 2.58212, 1.88358)  0.09

electronic energy	-7254.963	eV
SMILES	[H]/N=C\C.CC#N
Kohn-Sham gap	9.466	eV
total charge	0
energy above the lowest of the compared OMol25 structures with the same formula, charge and spin	67.2	kcal per mole
HOMO energy	-0.3198	Eh
molar mass	84.122	g/mol